1.
{
  "formula": "C18H34CaCl2F3N4O3S6SbSi2Te",
  "method": "ωB97M-V/def2-TZVPD",
  "species": ["Ca", "C", "C", "N", "N", "C", "N", "S", "C", "C", "C", "C", "C", "N", "H", "H", "H", "H", "H", "H", "H", "H", "H", "H", "S", "Sb", "S", "S", "S", "Cl", "C", "Cl", "H", "H", "F", "C", "F", "F", "S", "O", "O", "O", "C", "Si", "C", "C", "C", "Te", "C", "Si", "C", "C", "C", "H", "H", "H", "H", "H", "H", "H", "H", "H", "H", "H", "H", "H", "H", "H", "H", "H", "H", "H", "H", "H", "H"],
  "xyz": [[-1.4629, -0.4002, -1.5598], [-5.1508, -2.8645, -2.8405], [-3.8173, -2.1468, -2.9271], [-2.9272, -2.1111, -2.0183], [-3.2498, -2.4417, -0.7236], [-2.2162, -2.7988, 0.1365], [-2.6620, -2.9850, 1.4093], [-0.5793, -2.9700, -0.4439], [-3.3030, -1.5981, -4.1946], [-3.9896, -1.6846, -5.4110], [-3.3550, -1.1441, -6.5244], [-2.1091, -0.5374, -6.4456], [-1.4960, -0.4907, -5.2058], [-2.1322, -1.0025, -4.1617], [-5.0663, -3.8517, -2.4824], [-5.7575, -2.8311, -3.7821], [-5.7253, -2.2719, -2.1222], [-4.1722, -2.1021, -0.3333], [-3.3600, -2.3407, 1.7195], [-2.0974, -3.2871, 2.1631], [-4.9345, -2.2873, -5.5072], [-3.8500, -1.1184, -7.5179], [-1.6401, -0.2341, -7.3683], [-0.5007, -0.1662, -4.9917], [-5.4251, 2.8323, 0.8176], [-4.3272, 0.9566, 0.0415], [-3.7749, 1.4573, -2.1671], [-2.1138, 0.4623, 0.9631], [-5.7425, -0.8809, 0.3327], [0.6135, 4.9746, -3.6629], [0.2930, 3.4343, -2.7559], [0.6755, 3.6278, -1.0246], [0.9950, 2.6504, -3.1366], [-0.7686, 3.1939, -2.8853], [2.8390, 1.6409, -3.1467], [2.5410, 0.4674, -3.8615], [3.6743, -0.0155, -4.4110], [1.6533, 0.8090, -4.8211], [1.8595, -0.6799, -2.6322], [1.7521, -2.0218, -3.1668], [2.6173, -0.6000, -1.3798], [0.4782, -0.0026, -2.5253], [4.9005, -2.1530, 0.7899], [4.1907, -1.4598, 2.4519], [2.9225, -2.6060, 3.2319], [5.5331, -1.0979, 3.7312], [3.3707, 0.2522, 2.0521], [1.2501, 0.0702, 2.2039], [0.9798, 0.8947, 4.2258], [0.4633, 2.8007, 4.2374], [0.2456, 3.4270, 6.0396], [1.9463, 3.7590, 3.5661], [-1.0463, 3.0980, 3.1698], [5.3531, -3.1721, 0.8760], [5.6292, -1.5427, 0.2882], [4.0096, -2.1218, 0.1250], [3.2678, -3.5746, 3.5582], [2.1577, -2.8172, 2.4858], [2.4627, -2.1254, 4.1378], [6.2927, -1.8791, 3.9342], [5.0513, -0.7655, 4.6701], [6.0266, -0.1891, 3.3940], [3.5909, 0.5705, 0.9972], [3.6945, 1.1138, 2.6855], [1.9537, 0.6930, 4.7079], [0.1835, 0.2290, 4.6121], [1.3012, 3.5729, 6.4959], [-0.2911, 2.7564, 6.6930], [-0.2818, 4.4118, 6.0526], [2.8775, 3.2779, 3.8858], [1.8511, 4.8182, 4.0006], [1.8916, 3.8325, 2.4620], [-1.8258, 2.3710, 3.4631], [-0.7369, 2.8132, 2.1537], [-1.5008, 4.1025, 3.1767]],
  "largest_force_ha_per_bohr": 0.0927,
  "homo_ev": -1.68,
  "total_energy_ev": -177562.8642,
  "de_lowest_ev": 0.0000,
  "charge": -2
}

2.
{
  "formula": "C18H34ClN2O3S",
  "method": "ωB97M-V/def2-TZVPD",
  "species": ["C", "C", "Cl", "C", "N", "C", "N", "C", "C", "S", "H", "H", "H", "H", "H", "H", "H", "H", "H", "H", "C", "C", "C", "O", "C", "H", "H", "H", "H", "H", "H", "H", "H", "C", "C", "C", "O", "C", "H", "H", "H", "H", "H", "H", "H", "H", "C", "C", "C", "O", "C", "H", "H", "H", "H", "H", "H", "H", "H"],
  "xyz": [[1.0596, 3.0303, -1.4760], [0.7873, 1.5475, -1.2800], [0.8714, 1.1924, 0.4677], [-0.5587, 1.0501, -1.8307], [-1.5930, 2.0810, -1.8910], [-1.7462, 2.9424, -2.8886], [-2.7501, 3.7598, -2.5871], [-3.2559, 3.4273, -1.3648], [-2.5379, 2.3474, -0.9178], [-2.7790, 1.5228, 0.6027], [0.2151, 3.6509, -1.1839], [1.8917, 3.3313, -0.8523], [1.2976, 3.2333, -2.5191], [1.5666, 1.0053, -1.8071], [-0.4467, 0.6149, -2.8190], [-0.9298, 0.2577, -1.1903], [-1.1211, 2.9587, -3.7602], [-3.0682, 4.5152, -3.1734], [-4.0729, 3.9131, -0.8697], [-3.9362, 0.8807, 0.3730], [1.0284, -1.5426, 3.1193], [2.0665, -2.0875, 2.1423], [2.4209, -3.4227, 2.7860], [1.2377, -3.8703, 3.4526], [0.2870, -2.8114, 3.5123], [0.3692, -0.7897, 2.6866], [1.5243, -1.1028, 3.9873], [1.6070, -2.2493, 1.1638], [2.9293, -1.4366, 2.0097], [3.2197, -3.3078, 3.5255], [2.7270, -4.1776, 2.0618], [-0.5237, -3.0259, 2.8046], [-0.1333, -2.7593, 4.5167], [5.1963, 0.2438, -4.6052], [4.2635, 0.3992, -5.8041], [2.8956, 0.2810, -5.1490], [3.0367, 0.8105, -3.8229], [4.4301, 0.9808, -3.5177], [6.1905, 0.6544, -4.7680], [5.3011, -0.8113, -4.3455], [4.3860, 1.3885, -6.2494], [4.4212, -0.3453, -6.5816], [2.5793, -0.7644, -5.0754], [2.1221, 0.8413, -5.6768], [4.6599, 2.0510, -3.5247], [4.6259, 0.5906, -2.5187], [-4.2066, -1.8541, 5.2375], [-3.0935, -2.2156, 4.2594], [-3.7368, -1.8729, 2.9236], [-4.6399, -0.7855, 3.1674], [-4.8087, -0.6192, 4.5830], [-3.8569, -1.6643, 6.2503], [-4.9449, -2.6572, 5.2766], [-2.2225, -1.5791, 4.4303], [-2.7739, -3.2542, 4.3182], [-4.3142, -2.7172, 2.5338], [-3.0093, -1.5718, 2.1658], [-4.2849, 0.2915, 4.8916], [-5.8695, -0.4989, 4.8008]],
  "largest_force_ha_per_bohr": 0.0239,
  "homo_ev": -11.10,
  "total_energy_ev": -51690.8007,
  "de_lowest_ev": 0.0000,
  "charge": 1
}

3.
{
  "formula": "C18H34FNO28S6",
  "method": "ωB97M-V/def2-TZVPD",
  "species": ["C", "C", "O", "N", "C", "H", "H", "H", "H", "H", "H", "H", "C", "C", "O", "C", "O", "O", "F", "H", "H", "H", "C", "C", "O", "S", "O", "O", "O", "H", "H", "H", "H", "C", "C", "O", "S", "O", "O", "O", "H", "H", "H", "H", "C", "C", "O", "S", "O", "O", "O", "H", "H", "H", "H", "C", "C", "O", "S", "O", "O", "O", "H", "H", "H", "H", "C", "C", "O", "S", "O", "O", "O", "H", "H", "H", "H", "C", "C", "O", "S", "O", "O", "O", "H", "H", "H", "H"],
  "xyz": [[-0.3434, 1.2924, 1.0357], [0.5553, 0.2141, 0.4465], [1.4763, -0.1954, 1.1592], [0.4042, -0.2208, -0.8121], [-0.7997, -0.3441, -1.6192], [-0.7675, 0.9556, 1.9779], [-1.2233, 1.5253, 0.4336], [0.2878, 2.1650, 1.1861], [1.1162, -0.8599, -1.1426], [-1.7021, -0.0584, -1.0816], [-0.9039, -1.2795, -2.1593], [-0.7071, 0.4406, -2.3882], [4.8108, 0.6228, 0.2827], [4.4461, -0.0822, -0.9740], [5.3156, -1.2139, -0.9536], [5.7907, -1.4112, 0.2920], [6.4654, -2.3137, 0.6508], [5.4030, -0.3790, 1.0887], [4.7147, 0.6333, -2.0899], [3.9533, 1.0468, 0.8046], [5.4697, 1.4656, 0.0566], [3.4492, -0.5080, -1.0723], [1.9604, -3.9066, 0.3335], [3.2430, -4.1711, -0.4996], [2.7959, -4.4973, -1.8338], [1.4496, -3.6712, -2.1293], [0.6097, -4.3223, -3.0579], [1.7697, -2.2875, -2.3623], [0.8995, -3.8580, -0.6064], [2.0555, -2.9335, 0.8181], [1.7724, -4.7408, 1.0046], [3.7778, -5.0115, -0.0754], [3.7740, -3.2374, -0.6825], [-1.7171, 2.4147, -4.7687], [-0.2011, 2.4404, -4.9162], [0.2832, 3.3424, -3.9522], [-0.8968, 4.1652, -3.2147], [-0.6047, 5.5632, -3.3441], [-1.2389, 3.6376, -1.9186], [-2.0634, 3.7116, -4.2883], [-2.1035, 1.6296, -4.1178], [-2.1833, 2.2846, -5.7438], [0.0775, 2.7323, -5.9312], [0.1993, 1.4330, -4.7899], [0.5171, -0.1292, 4.1543], [1.3078, -0.1372, 5.4602], [0.2962, -0.4746, 6.4146], [-1.0938, 0.3355, 6.0848], [-1.0240, 1.6481, 6.6361], [-2.2546, -0.4814, 6.2513], [-0.7542, 0.3955, 4.4824], [0.5296, -1.1313, 3.7187], [0.9698, 0.4833, 3.3789], [1.7115, 0.8523, 5.6738], [2.0465, -0.9291, 5.5084], [1.0866, -2.3741, -6.8680], [0.0215, -3.3535, -7.3069], [-1.1657, -2.7896, -6.7743], [-0.8621, -2.0160, -5.3615], [-1.3598, -2.7651, -4.2422], [-1.3282, -0.6662, -5.4733], [0.7362, -2.1050, -5.5231], [1.0950, -1.4795, -7.4933], [2.0750, -2.8299, -6.8979], [0.2002, -4.3550, -6.9110], [-0.0094, -3.4189, -8.3933], [-2.1072, 4.2910, 4.1645], [-1.5721, 4.8102, 2.8308], [-0.2496, 5.2872, 3.1252], [0.4259, 4.2840, 4.2199], [1.3386, 5.0335, 5.0218], [0.9015, 3.0758, 3.6069], [-0.9570, 3.9417, 4.9407], [-2.7491, 3.4149, 4.0871], [-2.7206, 5.0355, 4.6747], [-2.0534, 5.7071, 2.4511], [-1.4595, 4.0058, 2.1007], [-5.6392, -1.7951, 2.5765], [-5.0527, -1.8400, 3.9568], [-3.7486, -1.2780, 3.7597], [-3.7676, -0.1344, 2.5984], [-2.8538, -0.5810, 1.5807], [-3.7168, 1.1949, 3.1489], [-5.2840, -0.4810, 2.1329], [-6.7207, -1.9058, 2.6006], [-5.1644, -2.4792, 1.8709], [-4.8417, -2.8429, 4.3216], [-5.6194, -1.2362, 4.6659]],
  "largest_force_ha_per_bohr": 0.0458,
  "homo_ev": -9.42,
  "total_energy_ev": -145761.0242,
  "smiles": "O=C1OC[C@@H](F)O1.O=S1(=O)OCCO1.O=S1(=O)OCCO1.O=S1(=O)OCCO1.O=S1(=O)OCCO1.O=S1(=O)OCCO1.O=S1(=O)OCCO1.CNC(C)=O"
}